--- w ---
The following is a DFT calculation (wB97M-V/def2-TZVPD) of a cluster of 2 separate species, C4H10OS2 in total.

Last columns: bonded neighbours and bond lengths (Å).
Cartesian coordinates (Å):
1 C -0.487 0.481 2.174  C2 1.509, H4 1.102, H5 1.102, H6 1.073
2 C 0.701 -0.063 2.928  C1 1.509, O3 1.212, H7 1.162
3 O 1.463 0.617 3.581  C2 1.212
4 H -1.413 0.156 2.675  C1 1.102
5 H -0.546 0.195 1.111  C1 1.102
6 H -0.455 1.544 2.315  C1 1.073
7 H 0.988 -1.153 2.642  C2 1.162
8 C -0.685 0.186 -2.964  C9 1.508, H12 1.159, H13 1.077, H14 1.120
9 C -0.468 0.030 -1.480  C8 1.508, S10 1.814, H15 1.130, H16 1.060
10 S 0.234 -1.577 -1.016  C9 1.814, S11 2.108
11 S 2.241 -1.189 -0.501  S10 2.108, H17 1.359
12 H -1.257 -0.697 -3.452  C8 1.159
13 H 0.268 0.127 -3.461  C8 1.077
14 H -1.241 1.122 -3.230  C8 1.120
15 H -1.460 0.188 -0.962  C9 1.130
16 H 0.166 0.798 -1.116  C9 1.060
17 H 1.953 -0.765 0.757  S11 1.359

Summary:
total charge = 0
SMILES = CC=O.CCSS
highest occupied orbital energy = -0.3428 Eh
LUMO level = 0.35 eV

Atom-resolved charges from Mulliken, all expressed in e:
1. C -0.2129
2. C -0.0085
3. O -0.4983
4. H 0.3211
5. H -0.3208
6. H 0.3263
7. H 0.4063
8. C -1.1234
9. C -0.3409
10. S -0.0810
11. S -0.1533
12. H 0.2721
13. H 0.3237
14. H 0.3292
15. H 0.2743
16. H 0.3775
17. H 0.1087

=====

--- x ---
The following is a DFT calculation (wB97M-V/def2-TZVPD) of the molecule C4H10OS2.

Last columns: bonded neighbours and bond lengths (Å).
Cartesian coordinates (Å):
1 C -2.250 -2.359 1.474  S2 1.840, H8 1.082, H9 1.076, H10 1.083
2 S -1.289 -1.955 -0.043  C1 1.840, S3 2.077
3 S 0.463 -1.267 0.834  S2 2.077, C4 1.831
4 C 0.367 0.556 0.701  S3 1.831, C5 1.507, H11 1.094, H12 1.085
5 C 0.127 1.093 -0.687  C4 1.507, C6 1.516, H13 1.086, H14 1.095
6 C 1.363 1.155 -1.562  C5 1.516, O7 1.419, H15 1.089, H16 1.096
7 O 2.265 2.086 -0.986  C6 1.419, H17 0.966
8 H -2.227 -1.494 2.124  C1 1.082
9 H -1.711 -3.152 1.961  C1 1.076
10 H -3.246 -2.662 1.176  C1 1.083
11 H 1.411 0.725 0.980  C4 1.094
12 H -0.308 0.955 1.451  C4 1.085
13 H -0.642 0.548 -1.225  C5 1.086
14 H -0.279 2.105 -0.583  C5 1.095
15 H 1.041 1.434 -2.564  C6 1.089
16 H 1.831 0.163 -1.553  C6 1.096
17 H 3.085 2.069 -1.496  O7 0.966

Summary:
total charge = 0
SMILES = CSSCCCO
highest occupied orbital energy = -0.3201 Eh
LUMO level = 0.77 eV

Atom-resolved charges from Mulliken, all expressed in e:
1. C -0.7669
2. S -0.0839
3. S -0.1099
4. C -0.6593
5. C -0.5843
6. C -0.4124
7. O -0.5244
8. H 0.2420
9. H 0.2871
10. H 0.3077
11. H 0.2948
12. H 0.3780
13. H 0.3755
14. H 0.3332
15. H 0.3294
16. H 0.2921
17. H 0.3012

=====

Name the most stable of them. x.

=====

--- w ---
The following is a DFT calculation (wB97M-V/def2-TZVPD) of a cluster of 3 separate species, C4H14N2O2 in total.

Last columns: bonded neighbours and bond lengths (Å).
Cartesian coordinates (Å):
1 C 0.808 0.487 -2.345  C2 1.550, H7 1.087, H8 1.086, H9 1.088
2 C 1.023 1.574 -1.261  C1 1.550, C3 1.500, H10 1.091, H11 1.092
3 C 0.348 1.346 0.060  C2 1.500, N4 1.410, C5 1.347
4 N -0.905 1.984 0.162  C3 1.410, H12 1.009, H13 1.002
5 C 0.828 0.543 1.029  C3 1.347, N6 1.422, H14 1.083
6 N 0.091 0.113 2.165  C5 1.422, H15 1.003, H16 1.013
7 H -0.002 -0.185 -2.077  C1 1.087
8 H 1.753 -0.048 -2.381  C1 1.086
9 H 0.576 0.891 -3.328  C1 1.088
10 H 0.748 2.568 -1.617  C2 1.091
11 H 2.092 1.611 -1.046  C2 1.092
12 H -1.551 1.842 -0.601  N4 1.009
13 H -1.342 1.917 1.061  N4 1.002
14 H 1.803 0.108 0.844  C5 1.083
15 H -0.630 0.719 2.510  N6 1.003
16 H -0.236 -0.846 2.149  N6 1.013
17 O -0.751 -2.506 -0.245  H18 0.968, H19 0.969
18 H -0.165 -1.896 0.226  O17 0.968
19 H -0.294 -2.458 -1.098  O17 0.969
20 O -1.387 -2.519 2.335  H21 0.965, H22 0.965
21 H -1.847 -2.034 1.640  O20 0.965
22 H -0.959 -3.211 1.818  O20 0.965

Summary:
total charge = 0
SMILES = CC/C(N)=C/N.O.O
highest occupied orbital energy = -0.2811 Eh
LUMO level = 0.59 eV

Atom-resolved charges from Mulliken, all expressed in e:
1. C -0.7962
2. C -0.8204
3. C 0.6751
4. N -0.5309
5. C -0.5877
6. N -0.5271
7. H 0.1551
8. H 0.2810
9. H 0.2999
10. H 0.4023
11. H 0.3291
12. H 0.1991
13. H 0.1345
14. H 0.3730
15. H 0.2195
16. H 0.2474
17. O -0.6830
18. H 0.3286
19. H 0.2907
20. O -0.6962
21. H 0.3719
22. H 0.3342

=====

--- x ---
The following is a DFT calculation (wB97M-V/def2-TZVPD) of a cluster of 3 separate species, C4H14N2O2 in total.

Last columns: bonded neighbours and bond lengths (Å).
Cartesian coordinates (Å):
1 C 3.087 0.688 -0.368  N2 1.284, H7 1.107, H8 1.078
2 N 1.941 0.153 -0.146  C1 1.284, C3 1.531
3 C 0.632 0.308 -0.925  N2 1.531, C4 1.533, H9 1.112, H10 1.174
4 C -0.422 1.231 -0.304  C3 1.533, C5 1.514, H11 1.108, H12 1.124
5 C -0.944 0.753 1.035  C4 1.514, N6 1.471, H13 1.135, H14 1.151
6 N -1.794 -0.441 0.905  C5 1.471, H15 1.032, H16 1.009
7 H 3.825 0.083 0.192  C1 1.107
8 H 3.145 1.577 -0.975  C1 1.078
9 H 0.805 0.719 -1.943  C3 1.112
10 H 0.210 -0.786 -0.956  C3 1.174
11 H -1.210 1.617 -0.981  C4 1.108
12 H 0.224 2.100 -0.001  C4 1.124
13 H -1.567 1.598 1.466  C5 1.135
14 H -0.051 0.357 1.642  C5 1.151
15 H -1.817 -1.013 1.764  N6 1.032
16 H -1.580 -0.961 0.067  N6 1.009
17 O -2.825 0.106 -1.641  H18 0.896, H19 0.958
18 H -3.331 -0.185 -0.962  O17 0.896
19 H -2.217 -0.634 -1.612  O17 0.958
20 O 0.922 -2.329 1.235  H21 0.925, H22 0.919
21 H 1.652 -1.802 1.449  O20 0.925
22 H 1.315 -3.140 1.060  O20 0.919

Summary:
total charge = 0
SMILES = C=NCCCN.O.O
highest occupied orbital energy = -0.3185 Eh
LUMO level = 0.73 eV

Atom-resolved charges from Mulliken, all expressed in e:
1. C -0.3864
2. N -0.2153
3. C -0.4631
4. C -0.6903
5. C -0.3208
6. N -0.5358
7. H 0.2475
8. H 0.3075
9. H 0.3019
10. H 0.1933
11. H 0.3724
12. H 0.3395
13. H 0.2623
14. H 0.2617
15. H 0.2354
16. H 0.0742
17. O -0.6151
18. H 0.3271
19. H 0.3161
20. O -0.5645
21. H 0.2849
22. H 0.2672

=====

Name the most stable of them. w.

=====

--- w ---
The following is a DFT calculation (wB97M-V/def2-TZVPD) of the molecule C11H11NS.

Last columns: bonded neighbours and bond lengths (Å).
Cartesian coordinates (Å):
1 C -4.022 0.033 -0.231  C2 1.373, C13 1.411, H14 1.136
2 C -3.342 1.176 -0.574  C1 1.373, C3 1.325, H15 1.074
3 C -2.019 1.246 -0.533  C2 1.325, C4 1.409, H16 1.106
4 C -1.254 0.157 -0.072  C3 1.409, N5 1.396, C12 1.386
5 N 0.123 0.328 0.081  C4 1.396, C6 1.459, H17 1.045
6 C 1.024 -0.815 0.175  N5 1.459, C7 1.463, H18 1.084, H19 1.095
7 C 2.401 -0.346 0.023  C6 1.463, C8 1.421, C11 1.360
8 C 2.894 0.674 0.879  C7 1.421, C9 1.368, H20 1.101
9 C 4.229 0.909 0.692  C8 1.368, S10 1.746, H21 1.052
10 S 4.866 -0.034 -0.632  C9 1.746, C11 1.743
11 C 3.322 -0.808 -0.865  C7 1.360, S10 1.743, H22 1.097
12 C -1.885 -1.018 0.307  C4 1.386, C13 1.399, H23 1.097
13 C -3.274 -1.097 0.161  C1 1.411, C12 1.399, H24 1.095
14 H -5.143 -0.098 -0.357  C1 1.136
15 H -3.903 2.037 -0.886  C2 1.074
16 H -1.415 2.144 -0.754  C3 1.106
17 H 0.468 1.169 -0.436  N5 1.045
18 H 0.845 -1.227 1.162  C6 1.084
19 H 0.822 -1.586 -0.574  C6 1.095
20 H 2.279 1.096 1.689  C8 1.101
21 H 4.893 1.542 1.208  C9 1.052
22 H 3.184 -1.633 -1.574  C11 1.097
23 H -1.265 -1.860 0.637  C12 1.097
24 H -3.828 -1.989 0.474  C13 1.095

Summary:
total charge = 0
SMILES = c1ccc(NCc2ccsc2)cc1
highest occupied orbital energy = -0.2875 Eh
LUMO level = 0.83 eV

Atom-resolved charges from Mulliken, all expressed in e:
1. C -0.5495
2. C -0.3512
3. C -0.6091
4. C 0.8433
5. N -0.1889
6. C -0.5089
7. C 0.1610
8. C -0.8059
9. C -0.2989
10. S -0.1243
11. C -0.3701
12. C -0.3948
13. C -0.5054
14. H 0.2799
15. H 0.3586
16. H 0.2262
17. H 0.2700
18. H 0.3387
19. H 0.4029
20. H 0.3609
21. H 0.4556
22. H 0.3664
23. H 0.3187
24. H 0.3249

=====

--- x ---
The following is a DFT calculation (wB97M-V/def2-TZVPD) of the molecule C11H11NS.

Last columns: bonded neighbours and bond lengths (Å).
Cartesian coordinates (Å):
1 C 2.641 -1.043 -1.198  C2 1.445, H14 1.147, H15 1.147, H16 1.106
2 C 1.215 -1.037 -0.960  C1 1.445, C3 1.364, S11 1.780
3 C 0.374 0.002 -0.689  C2 1.364, C4 1.530, C12 1.544
4 C 0.298 1.452 -0.207  C3 1.530, C5 1.514, C12 1.506, H17 1.119
5 C 0.680 1.930 1.179  C4 1.514, C6 1.358, H18 1.131
6 C 0.228 1.284 2.284  C5 1.358, C7 1.418, H19 1.134
7 C -0.497 0.075 2.130  C6 1.418, C8 1.324, H20 1.122
8 C -1.114 -0.278 1.013  C7 1.324, N9 1.366, C12 1.523
9 N -1.700 -1.461 0.664  C8 1.366, C10 1.240
10 C -1.293 -2.275 -0.178  N9 1.240, S11 1.732, H21 1.073
11 S 0.194 -2.492 -1.041  C2 1.780, C10 1.732
12 C -0.956 0.620 -0.208  C3 1.544, C4 1.506, C8 1.523, C13 1.510
13 C -2.127 0.825 -1.139  C12 1.510, H22 1.099, H23 1.042, H24 1.111
14 H 2.921 -1.108 -2.309  C1 1.147
15 H 3.193 -1.979 -0.833  C1 1.147
16 H 3.083 -0.131 -0.758  C1 1.106
17 H 0.461 2.170 -1.049  C4 1.119
18 H 1.263 2.890 1.313  C5 1.131
19 H 0.809 1.506 3.233  C6 1.134
20 H -0.624 -0.531 3.065  C7 1.122
21 H -1.935 -3.121 -0.334  C10 1.073
22 H -2.815 -0.031 -1.177  C13 1.099
23 H -1.653 1.004 -2.050  C13 1.042
24 H -2.648 1.727 -0.752  C13 1.111

Summary:
total charge = 0
SMILES = CC1=C2[C@@H]3C=CC=C(N=CS1)[C@]23C
highest occupied orbital energy = -0.2680 Eh
LUMO level = 0.70 eV

Atom-resolved charges from Mulliken, all expressed in e:
1. C -1.2263
2. C 1.0111
3. C -0.7792
4. C -0.0590
5. C -0.4640
6. C -0.5222
7. C -0.4053
8. C 0.3904
9. N -0.6589
10. C 0.0227
11. S -0.2108
12. C 0.7247
13. C -1.6389
14. H 0.2719
15. H 0.3233
16. H 0.3305
17. H 0.4284
18. H 0.3163
19. H 0.2865
20. H 0.3793
21. H 0.3617
22. H 0.3660
23. H 0.4266
24. H 0.3254

=====

Name the most stable of them. w.